Formula: C50H41NO4P3ReSSe3Te
Source: OMol25
Level of theory: wB97M-V/def2-TZVPD

Output
- max |F| (eV Å⁻¹) = 1.19
- <S²> = 0.7577
- LUMO energy (spin up / spin down) (eV) = 2.290 / 2.292
- orbital gap (spin up / spin down) (eV) = 5.73 / 5.86
- E_HOMO (spin up / spin down) (eV) = -3.44 / -3.57
- 2S+1 = 2
- energy relative to the best compared isomer or geometry (same formula, charge and spin) (kJ/mol) = 0.0
- net charge = -1

Each line ends with the Löwdin charge.
Atoms and positions in Å:
Re (-0.1429, -0.2337, -1.4691)  0.73
O (-1.9833, 2.9529, -0.1826)  -0.35
P (-2.1871, 3.2571, 1.2489)  0.71
C (-1.5639, 2.0264, 2.4272)  -0.28
P (0.0489, 1.3319, 2.0208)  0.75
O (0.0791, 0.6728, 0.6953)  -0.49
C (1.2760, 2.6342, 2.1929)  -0.29
C (2.2159, 2.7989, 1.1825)  -0.08
C (3.1943, 3.7785, 1.3017)  -0.06
C (3.2344, 4.5849, 2.4257)  -0.08
C (2.3018, 4.4142, 3.4471)  -0.09
C (1.3312, 3.4358, 3.3330)  -0.09
C (0.4403, 0.1966, 3.3713)  -0.24
C (-0.5325, -0.6472, 3.9058)  -0.07
C (-0.1801, -1.6239, 4.8258)  -0.08
C (1.1432, -1.7745, 5.2092)  -0.08
C (2.1203, -0.9456, 4.6741)  -0.08
C (1.7711, 0.0330, 3.7583)  -0.06
C (-3.9355, 3.4348, 1.6764)  -0.26
C (-4.4482, 3.3870, 2.9702)  -0.09
C (-5.8134, 3.4926, 3.1865)  -0.09
C (-6.6747, 3.6346, 2.1063)  -0.09
C (-6.1712, 3.6646, 0.8146)  -0.08
C (-4.8049, 3.5594, 0.5953)  -0.05
C (-1.3871, 4.8108, 1.7198)  -0.27
C (-0.4750, 5.3179, 0.7975)  -0.06
C (0.2170, 6.4877, 1.0854)  -0.07
C (-0.0090, 7.1540, 2.2793)  -0.09
C (-0.9271, 6.6556, 3.1967)  -0.09
C (-1.6116, 5.4844, 2.9176)  -0.09
H (-2.2566, 1.1754, 2.3997)  0.07
H (-1.5434, 2.4551, 3.4325)  0.07
H (2.2005, 2.1585, 0.3105)  0.01
H (3.9107, 3.8992, 0.4989)  0.10
H (3.9928, 5.3529, 2.5173)  0.10
H (2.3338, 5.0450, 4.3263)  0.10
H (0.6120, 3.3021, 4.1344)  0.11
H (-1.5602, -0.5755, 3.5710)  0.09
H (-0.9407, -2.2870, 5.2172)  0.11
H (1.4166, -2.5497, 5.9143)  0.10
H (3.1565, -1.0695, 4.9612)  0.10
H (2.5416, 0.6653, 3.3355)  0.11
H (-3.7889, 3.2554, 3.8206)  0.10
H (-6.2065, 3.4526, 4.1944)  0.10
H (-7.7425, 3.7049, 2.2720)  0.10
H (-6.8433, 3.7546, -0.0292)  0.10
H (-4.3917, 3.5446, -0.4062)  0.11
H (-0.3180, 4.7715, -0.1259)  0.10
H (0.9378, 6.8713, 0.3747)  0.11
H (0.5338, 8.0649, 2.5001)  0.10
H (-1.1056, 7.1804, 4.1269)  0.10
H (-2.3330, 5.1084, 3.6342)  0.09
O (-2.6035, -0.9558, 1.5903)  0.03
C (-1.7673, -1.4152, 0.8210)  -0.58
O (-1.6875, -1.0057, -0.4182)  -0.30
C (-0.8736, -2.5340, 1.2581)  -0.16
C (-1.4544, -3.4339, 2.1571)  -0.06
C (-0.7634, -4.5157, 2.6629)  -0.11
C (0.5676, -4.6851, 2.2835)  -0.11
C (1.1532, -3.8031, 1.4037)  -0.15
C (0.4593, -2.7112, 0.8436)  -0.56
S (1.4143, -1.6959, -0.2190)  0.65
H (-2.4795, -3.2490, 2.4535)  0.12
H (-1.2402, -5.2048, 3.3488)  0.09
H (1.1459, -5.5155, 2.6730)  0.09
H (2.1879, -3.9420, 1.1117)  0.09
Se (0.7957, 1.9814, -1.9414)  -0.23
Se (3.0636, 2.0987, -2.4695)  -0.14
Te (-0.5272, 2.2953, -4.1056)  0.28
Se (-2.0379, 0.6893, -2.8827)  -0.10
N (0.6679, -0.8706, -2.9708)  -0.50
P (1.0524, -2.3190, -3.4718)  0.82
C (0.2245, -3.6914, -2.6305)  -0.32
C (0.8956, -4.8010, -2.1285)  -0.08
C (0.2125, -5.7526, -1.3860)  -0.08
C (-1.1409, -5.5911, -1.1239)  -0.08
C (-1.8133, -4.4805, -1.6129)  -0.07
C (-1.1366, -3.5334, -2.3660)  -0.10
C (0.5904, -2.4749, -5.2152)  -0.27
C (1.0831, -1.5072, -6.0921)  -0.07
C (0.6905, -1.5055, -7.4183)  -0.08
C (-0.2088, -2.4598, -7.8804)  -0.09
C (-0.7095, -3.4177, -7.0140)  -0.09
C (-0.3146, -3.4214, -5.6812)  -0.07
C (2.8328, -2.5876, -3.5020)  -0.29
C (3.6745, -1.6760, -2.8745)  -0.09
C (5.0486, -1.8695, -2.9249)  -0.07
C (5.5795, -2.9634, -3.5897)  -0.09
C (4.7400, -3.8668, -4.2332)  -0.09
C (3.3696, -3.6693, -4.1997)  -0.10
H (1.9598, -4.9130, -2.2915)  0.10
H (0.7461, -6.6037, -0.9830)  0.10
H (-1.6645, -6.3149, -0.5122)  0.10
H (-2.8617, -4.3327, -1.3882)  0.11
H (-1.6641, -2.6509, -2.7156)  0.09
H (1.7547, -0.7388, -5.7247)  0.11
H (1.0702, -0.7449, -8.0882)  0.10
H (-0.5268, -2.4462, -8.9156)  0.10
H (-1.4161, -4.1569, -7.3692)  0.10
H (-0.7079, -4.1717, -5.0078)  0.10
H (3.2671, -0.7982, -2.3881)  0.02
H (5.6991, -1.1466, -2.4499)  0.11
H (6.6525, -3.1078, -3.6236)  0.10
H (5.1542, -4.7114, -4.7690)  0.10
H (2.7139, -4.3574, -4.7227)  0.11